Here is an isolated ion of composition C18H27FN3O4 and charge +1 from OMol25. Energies are from ωB97M-V with the def2-TZVPD basis set.

HOMO-LUMO gap = 8.3 eV
HOMO energy = -11.47 eV
Charge = +1
E = -34473.016 eV

Geometry (Å):
N 5.00 -0.61 2.43
C 3.95 -1.15 1.50
C 4.28 -0.60 0.06
C 3.12 -0.75 -1.00
C 1.75 -0.04 -0.62
C 1.76 1.21 0.33
C 2.21 2.56 -0.35
N 2.53 3.62 0.65
N 1.25 0.40 -1.99
C -0.25 0.56 -2.00
O -0.80 1.78 -1.60
C -0.68 -0.76 -1.18
O -1.79 -0.31 -0.40
C -2.99 -0.51 -1.06
O -3.08 -0.88 -2.21
C -4.34 -0.19 -0.34
C -5.36 -1.21 -0.13
C -6.60 -0.82 0.54
C -6.76 0.58 0.93
C -5.75 1.62 0.73
C -4.50 1.22 0.08
C 0.64 -1.15 -0.31
C 0.40 -1.56 1.20
C -0.75 -2.64 1.24
O -1.69 -2.58 1.94
F -0.57 -3.69 0.34
H 4.54 -0.29 3.29
H 5.71 -1.31 2.63
H 2.97 -0.81 1.92
H 3.99 -2.28 1.56
H 4.70 0.45 0.11
H 5.14 -1.23 -0.32
H 3.52 -0.31 -1.96
H 3.00 -1.85 -1.22
H 2.37 1.08 1.26
H 0.70 1.36 0.68
H 3.11 2.45 -1.01
H 1.38 2.98 -0.97
H 2.86 3.20 1.53
H 1.69 4.18 0.81
H 1.35 -0.48 -2.53
H 1.83 1.04 -2.55
H -0.48 0.35 -3.09
H -1.06 2.27 -2.40
H -0.80 -1.66 -1.82
H -5.21 -2.26 -0.46
H -7.41 -1.56 0.75
H -7.71 0.90 1.42
H -5.91 2.67 1.04
H -3.67 1.95 -0.10
H 0.94 -2.14 -0.76
H 1.31 -2.11 1.58
H 0.16 -0.67 1.85

Here is a 2-piece molecular cluster, C18H27N3O2S overall from OMol25. Energies are from ωB97M-V with the def2-TZVPD basis set.

HOMO-LUMO gap = 7.5 eV
ΔE to the lowest compared entry with this formula, charge and spin = 24.0837 eV
HOMO energy = -7.43 eV
E = -38483.086 eV

Geometry (Å):
C 3.28 -1.82 2.47
C 1.86 -1.90 1.89
C 1.48 -1.75 0.63
N 0.04 -1.73 0.57
C -0.40 -1.99 1.67
C -1.59 -1.97 2.31
C -1.99 -2.16 3.65
C -3.30 -2.50 3.65
C -3.94 -2.20 2.49
S -2.96 -1.87 1.29
H -4.82 -2.15 2.44
H -3.69 -2.67 4.56
H -1.40 -2.57 4.30
O 0.94 -2.04 2.67
C 2.19 -1.35 -0.83
N 1.64 -0.08 -1.50
C 0.27 -0.56 -2.22
C -0.02 0.61 -3.16
N -0.14 1.63 -2.48
C 1.00 2.22 -1.62
C 1.40 0.96 -0.87
H 0.77 0.98 0.07
H 2.43 1.28 -0.21
C 2.19 2.72 -2.49
H 2.89 1.50 -2.94
H 1.70 2.89 -3.48
C 2.77 3.74 -1.98
O 2.45 4.85 -1.97
H 1.40 4.97 -1.76
H 3.13 3.46 -0.84
H 3.99 3.73 -2.49
H 0.62 2.92 -1.18
C -1.51 2.07 -2.01
C -2.03 1.62 -0.72
H -1.38 2.12 0.08
H -1.60 0.44 -0.47
H -2.98 1.66 -0.58
H -2.18 1.80 -2.58
C -1.71 3.62 -2.12
H -2.65 3.93 -2.01
H -1.34 4.20 -1.17
H -1.27 4.22 -2.97
H 0.80 0.75 -3.98
H -1.02 0.33 -3.76
H -0.29 -0.87 -1.66
H 0.54 -1.60 -2.76
H 2.14 -2.16 -1.30
H 3.04 -1.00 -0.38
H 3.36 -1.51 3.33
H 4.10 -1.20 1.70
H 3.67 -2.94 2.46

Here is the molecule C18H27N3O5 from OMol25. Energies are from ωB97M-V with the def2-TZVPD basis set.

HOMO-LUMO gap = 9.4 eV
ΔE to the lowest compared entry with this formula, charge and spin = 0.3039 eV
HOMO energy = -8.69 eV
E = -33814.639 eV

Geometry (Å):
C -2.55 -1.59 1.76
C -3.49 -0.38 1.66
C -2.88 0.80 2.41
C -3.84 -0.08 0.20
N -2.67 0.14 -0.64
C -2.06 1.36 -0.75
N -2.67 2.45 -0.29
C -0.80 1.45 -1.37
C -0.04 2.67 -1.16
O -0.54 3.76 -0.88
C 1.48 2.62 -1.33
O 2.15 1.64 -0.54
C 1.61 1.27 0.61
O 0.53 1.65 1.01
C 2.45 0.29 1.40
C 1.87 -1.13 1.23
C 2.23 -1.73 -0.13
C 3.74 -1.78 -0.29
C 4.31 -0.37 -0.23
C 3.95 0.31 1.09
C -0.24 0.32 -2.04
O 0.83 0.28 -2.63
N -1.05 -0.82 -2.04
C -0.61 -1.99 -2.78
C -2.22 -0.97 -1.35
O -2.84 -2.01 -1.35
H -2.44 -1.89 2.79
H -2.94 -2.42 1.18
H -1.57 -1.33 1.37
H -4.44 -0.64 2.15
H -2.69 0.52 3.44
H -3.56 1.65 2.43
H -1.93 1.11 1.97
H -4.52 0.78 0.12
H -4.35 -0.95 -0.22
H -3.40 2.39 0.39
H -2.07 3.29 -0.33
H 1.87 3.61 -1.07
H 1.72 2.37 -2.37
H 2.30 0.58 2.45
H 0.78 -1.08 1.35
H 2.27 -1.76 2.02
H 1.81 -1.12 -0.93
H 1.80 -2.73 -0.20
H 4.00 -2.24 -1.24
H 4.18 -2.39 0.51
H 3.90 0.21 -1.06
H 5.39 -0.39 -0.34
H 4.30 1.34 1.08
H 4.46 -0.22 1.90
H -0.44 -2.82 -2.10
H 0.31 -1.72 -3.29
H -1.38 -2.28 -3.50

Here is a 9-piece molecular cluster, C18H27N9 overall from OMol25. Energies are from ωB97M-V with the def2-TZVPD basis set.

HOMO-LUMO gap (spin up / spin down) = 2.4 / 10.8 eV
ΔE to the lowest compared entry with this formula, charge and spin = 0.0000 eV
HOMO energy (spin up / spin down) = 0.01 / -8.47 eV
Spin multiplicity = 2
Charge = -1
E = -32510.767 eV
⟨S²⟩ = 0.75

Geometry (Å):
C 1.63 -2.86 2.37
C 1.28 -4.19 1.84
N 0.91 -5.22 1.45
H 2.63 -2.60 2.02
H 1.68 -3.04 3.44
H 0.87 -2.10 2.18
C 3.62 1.92 0.55
C 3.05 3.30 0.29
N 2.63 4.37 0.10
H 2.79 1.23 0.45
H 3.99 1.81 1.57
H 4.32 1.55 -0.20
C -0.03 6.12 -0.48
C -0.56 4.75 -0.31
N -0.91 3.68 -0.14
H -0.79 6.85 -0.77
H 0.76 6.13 -1.23
H 0.39 6.45 0.47
C 0.64 3.90 2.47
C 1.47 3.77 3.69
N 2.10 3.73 4.66
H -0.39 4.19 2.67
H 0.69 2.99 1.88
H 0.88 4.85 1.97
C -1.28 -4.44 -1.40
C -1.27 -5.07 -2.67
N -1.23 -5.60 -3.73
H -0.28 -4.60 -0.98
H -2.01 -4.86 -0.70
H -1.48 -3.37 -1.43
C -3.66 1.82 1.28
C -2.55 1.78 2.20
N -1.70 1.67 2.96
H -3.58 0.99 0.57
H -3.67 2.78 0.77
H -4.64 1.54 1.66
C 2.71 -4.96 -1.39
C 2.12 -4.90 -2.73
N 1.67 -5.03 -3.81
H 3.69 -5.42 -1.46
H 2.02 -5.58 -0.83
H 2.63 -3.98 -0.93
C -0.49 0.35 0.03
C 0.25 -0.98 -0.22
N 0.77 -2.00 -0.37
H -0.55 0.53 1.10
H -1.50 0.21 -0.35
H 0.17 1.14 -0.33
C -2.87 -0.71 -2.84
C -4.15 -0.35 -3.35
N -5.19 -0.11 -3.82
H -2.90 -1.75 -2.52
H -2.58 -0.05 -2.03
H -2.12 -0.63 -3.62

> The highest E belongs to which entry?

C18H27N9